ORCA calculation (wB97M-V/def2-TZVPD) on a structure of composition C26H54AlBClF3MgN2O26P3S3 at a distorted geometry.

```
! wB97M-V def2-TZVPD RIJCOSX def2/J DEFGRID3
* xyz 1 1
Cl 3.303 2.077 -4.464
S 9.288 1.104 -5.346
S -3.538 -1.423 1.754
S 8.130 -1.230 -5.346
P -4.106 -2.523 -1.728
P -1.239 -2.667 6.375
P -4.828 -0.254 0.832
Al -5.886 -0.668 2.972
Mg -8.828 3.445 -1.556
F 2.043 0.125 5.619
F 9.615 -1.799 -5.377
F 9.204 2.370 -6.318
O -0.372 -1.899 7.372
O -0.306 2.506 0.282
O 10.038 4.240 2.853
O 7.429 -2.224 -6.131
O -5.554 -2.626 -1.230
O -9.443 -3.188 -2.943
O -2.392 -1.402 6.236
O -3.714 -0.185 -3.119
O 8.891 1.702 -4.090
O 4.445 1.938 8.870
O -11.985 0.877 -0.381
O -0.687 -2.406 4.851
O -7.118 -0.137 -1.622
O 3.309 1.373 6.995
O 7.813 -1.246 -3.933
O -4.392 1.877 -4.060
O -2.335 2.340 -0.968
O -3.152 -3.556 -0.735
O 3.921 -0.226 8.466
O -7.316 2.287 -2.052
O -12.136 0.777 -2.523
O -4.113 -3.092 -3.359
O 10.686 0.764 -5.477
O -14.014 1.031 -1.265
O -0.188 -4.022 6.455
O 6.758 0.161 -0.354
N 8.247 0.165 -6.061
N 8.602 0.854 0.717
C -3.411 -0.765 -1.792
C -3.942 0.343 -0.771
C 0.530 -0.247 -2.689
C -8.842 -0.087 -3.513
C -1.814 -1.029 -1.932
C -2.756 1.260 -0.105
C -0.897 -1.178 4.172
C -1.067 -0.066 -2.984
C 7.723 0.920 -0.316
C 3.115 -0.847 7.475
C -12.799 0.900 -1.456
C 1.438 -0.104 -4.005
C -0.264 3.491 -1.989
C 4.414 -0.782 -1.596
C -0.276 -4.783 7.653
C -0.972 2.702 -0.759
C -2.436 -0.370 7.206
C 3.011 0.083 -3.716
C 3.191 0.127 6.343
C 9.788 1.655 0.936
C -4.327 1.106 -3.066
C -7.443 -0.717 -2.927
C -4.867 1.397 -1.553
C 7.973 1.938 -1.393
C 3.748 -1.193 -3.032
C 3.937 1.106 8.177
B -6.457 1.117 -1.737
H -8.754 -3.795 -2.674
H 7.189 1.872 -2.147
H -3.080 -4.392 -1.261
H -1.394 1.026 -2.932
H 8.931 1.742 -1.876
H 1.229 -1.039 -4.654
H 3.107 -2.138 -2.970
H 0.732 3.028 -2.293
H -1.314 -5.067 7.845
H -1.268 -0.415 -4.063
H -9.417 0.476 -2.687
H -0.997 3.483 -2.887
H 3.895 0.157 -1.195
H -5.098 0.869 1.721
H 9.679 2.173 1.889
H -1.920 0.579 0.267
H -7.610 -1.853 -2.747
H -0.171 4.608 -1.701
H 4.048 -0.022 5.678
H 3.509 -1.828 7.208
H 4.352 -1.650 -0.856
H -11.199 0.768 -0.951
H -0.657 -0.316 4.796
H -4.759 -2.477 -3.802
H -1.534 0.244 7.163
H -7.415 2.387 -3.033
H -3.252 1.747 0.826
H 3.534 0.241 -4.757
H 0.631 -1.347 -2.331
H 0.117 -4.218 8.497
H -0.254 -1.154 3.292
H -8.574 0.706 -4.305
H -1.715 -2.103 -2.362
H -6.065 -0.933 0.566
H -6.654 -0.554 -3.741
H 0.887 0.410 -1.813
H -2.570 -0.786 8.206
H 0.318 -5.691 7.530
H 10.648 0.983 0.989
H -9.480 -0.877 -4.035
H -3.295 0.274 6.984
H 2.097 -0.969 7.858
H -1.275 -1.080 -0.907
H 1.100 0.838 -4.587
H 4.655 -1.464 -3.700
H 8.367 0.146 1.399
H 10.890 4.104 3.286
H 7.960 2.945 -0.968
H 9.947 2.384 0.145
H 5.528 -0.480 -1.762
H -1.936 -1.131 3.831
H -4.866 2.504 -1.211
H 3.234 1.025 -3.058
H 9.568 4.840 3.446
*
```

Gap between HOMO and LUMO in eV: 2.0
Molecular weight in Da: 1154.4
HOMO in eV: -9.8
LUMO in eV: -7.83